Entry 1:
{"formula": "H2O2Sn", "method": "ωB97M-V/def2-TZVPD", "symbols": ["Sn", "O", "H", "O", "H"], "positions_angstrom": [[8.258, -0.326, 12.053], [7.690, 1.294, 14.220], [7.670, 1.374, 15.182], [8.387, 2.195, 10.955], [7.440, 2.030, 10.815]], "forces_ev_per_a": [[-0.3, 4.9, 1.6], [0.4, -1.2, -2.4], [0.2, -0.8, -0.1], [-0.3, -3.6, 1.0], [0.0, 0.6, -0.1]], "mulliken_charge": [1.01, -0.71, 0.19, -0.73, 0.24], "charge": 0, "homo_energy_ev": -9.0}

---

Entry 2:
{"formula": "C6H5N", "method": "ωB97M-V/def2-TZVPD", "symbols": ["C", "C", "C", "N", "C", "C", "C", "H", "H", "H", "H", "H"], "positions_angstrom": [[0.715, 1.398, -0.048], [1.474, 0.473, -0.561], [1.111, -0.822, -0.830], [0.459, -1.551, 0.244], [-0.636, -0.752, -0.252], [-0.720, 0.673, 0.094], [-1.787, 0.804, 0.781], [0.918, 2.321, 0.481], [1.318, -1.360, -1.749], [0.779, -1.211, 1.147], [-1.425, -1.279, -0.778], [-2.367, 1.281, 1.559]], "forces_ev_per_a": [[-1.0, -0.3, 0.3], [0.3, 0.3, -0.1], [-0.4, -0.4, -0.3], [-0.1, 0.1, 0.3], [0.7, -0.3, -0.7], [0.8, 0.2, 0.1], [-0.4, 0.5, 0.5], [0.0, -0.2, -0.2], [0.0, 0.0, 0.2], [0.0, -0.1, 0.0], [0.1, 0.2, 0.1], [0.1, -0.1, -0.3]], "mulliken_charge": [-0.51, -0.18, -0.16, -0.42, -0.49, 0.58, -0.65, 0.37, 0.39, 0.33, 0.40, 0.34], "charge": 0, "homo_energy_ev": [-8.3, -8.6]}

---

Entry 3:
{"formula": "C3H4FO2S", "method": "ωB97M-V/def2-TZVPD", "symbols": ["C", "C", "C", "O", "O", "F", "S", "H", "H", "H", "H"], "positions_angstrom": [[-1.945, 0.178, 0.525], [-0.734, -0.335, 0.228], [0.463, 0.363, -0.205], [3.162, 0.475, -0.638], [2.136, -1.744, -0.090], [0.289, 1.714, 0.103], [2.282, -0.307, 0.214], [-2.760, -0.432, 1.074], [-2.021, 1.267, 0.718], [-0.686, -1.382, 0.164], [-0.185, 0.204, -2.093]], "forces_ev_per_a": [[-0.3, 0.3, 2.6], [-1.4, 0.2, -0.2], [-1.2, 1.2, -2.1], [0.4, 0.2, -0.8], [0.0, 0.2, -0.4], [0.7, -0.9, -0.4], [-1.2, -0.1, 1.3], [1.4, 0.7, -1.5], [-0.1, -0.7, -0.5], [0.5, -1.4, 0.0], [1.2, 0.2, 2.2]], "mulliken_charge": [-0.71, -0.28, 0.02, -0.56, -0.59, -0.27, 0.44, 0.23, 0.24, 0.40, 0.08], "charge": -1, "homo_energy_ev": [-3.8, -3.6]}

---

Energy relative to the best compared isomer or geometry (same formula, charge and spin)
In order: 4.2; 149.7; 111.5
Unit: kcal/mol
DFT total energy
In order: -365.802219; -286.104671; -765.123838
Unit: Eh